This record from the OMol25 dataset describes C28H36BeBrFN2 as an isolated structure. The level of theory is ωB97M-V/def2-TZVPD.

The spin multiplicity is 1. The total energy is -3886.721323 a.u. The calculation puts the molar mass at 508.52 g/mol.

Last column: Mulliken charge in e.
CARTESIAN COORDINATES (ANGSTROEM)
Be -14.0481 -6.5148 4.9247  -1.946
C -15.7210 -10.6774 2.6289  -1.583
C -14.5212 -9.9686 3.2830  1.451
C -13.2030 -10.5402 2.6924  -1.392
C -14.5875 -10.1101 4.7702  0.993
C -14.3101 -11.3668 5.2722  -0.721
C -14.1037 -11.5636 6.6287  -1.385
C -14.3151 -10.5095 7.4842  -0.847
C -14.8461 -9.2920 7.0325  0.274
C -15.2116 -8.3634 8.1480  0.471
C -13.8621 -7.9578 8.8311  -1.296
C -16.1591 -7.1998 7.9139  -1.456
C -14.8799 -9.0185 5.6651  -0.578
N -15.2103 -7.7445 5.0970  1.983
C -16.5169 -7.5408 4.6744  1.468
C -17.6648 -8.2947 5.0692  -0.815
C -18.8695 -8.2062 4.3901  -0.893
C -19.0471 -7.3507 3.3271  -0.586
C -17.9967 -6.4962 2.9844  -0.661
C -16.8102 -6.5868 3.6551  0.109
F -15.8611 -5.5919 3.4044  -0.296
H -15.7092 -10.5689 1.5458  0.439
H -16.6621 -10.2690 3.0035  0.290
H -15.6771 -11.7608 2.8566  0.310
H -14.6000 -8.9006 2.9600  -0.433
H -13.1355 -11.6187 2.9657  0.299
H -12.3165 -10.0272 3.0545  0.281
H -13.1972 -10.4285 1.5931  0.406
H -14.2426 -12.2232 4.6270  0.393
H -13.7627 -12.5632 6.9759  0.318
H -14.1292 -10.5789 8.5627  0.322
H -15.7363 -8.9924 8.8974  0.395
H -13.0545 -7.7747 8.0664  0.050
H -13.5551 -8.7980 9.4836  0.472
H -14.0023 -7.0875 9.4930  0.425
H -15.7601 -6.4666 7.2228  0.001
H -16.3561 -6.6683 8.8838  0.480
H -17.1576 -7.5434 7.5236  0.281
H -17.5815 -8.9847 5.9048  0.321
H -19.7329 -8.8208 4.7214  0.333
H -20.0049 -7.3139 2.7896  0.354
H -18.1498 -5.7527 2.1987  0.438
C -12.6704 -6.3867 -0.0781  -1.581
C -12.2485 -6.7224 1.3254  0.835
C -10.9967 -7.2952 1.6124  -0.717
C -10.7291 -7.6391 2.9570  -0.898
C -11.6730 -7.2804 3.9257  0.298
Br -11.2122 -7.7745 5.6879  0.004
N -12.8794 -6.7282 3.6663  0.829
C -13.1313 -6.4056 2.3434  -0.532
H -12.0690 -6.9223 -0.8268  0.408
H -12.6460 -5.3027 -0.3116  0.311
H -13.7416 -6.6645 -0.2444  0.356
H -10.3194 -7.4657 0.7998  0.467
H -9.8038 -8.0965 3.2875  0.487
H -14.0823 -5.9457 2.0944  0.530
C -13.7552 -3.1885 4.4241  -1.029
C -13.3371 -3.8465 5.7938  0.185
C -11.7538 -3.8976 5.8689  -1.060
C -13.9998 -5.2038 6.0376  0.193
H -13.3581 -2.1379 4.3640  0.451
H -14.8761 -3.1620 4.2650  0.238
H -13.3637 -3.7604 3.5533  0.027
H -13.6799 -3.2052 6.6125  0.424
H -11.3986 -4.5442 5.0472  0.079
H -11.3917 -4.2751 6.8541  0.277
H -11.3145 -2.8961 5.6420  0.410
H -15.0900 -5.0861 6.1867  0.366
H -13.5772 -5.7586 6.9079  0.169